No. 1
74
Properties=species:S:1:pos:R:3:mulliken_spin:R:1 method="wB97M-V/def2-TZVPD" charge=0 homo_lumo_gap_ev="6.444 / 6.398" s2=0.76 homo_ha="-0.28157 / -0.28048" multiplicity=2 de_lowest_kcal_mol=0.00
Tc -0.57 0.28 0.89 0.90
Cl 5.67 -1.75 4.15 0.00
C 4.38 -1.06 3.21 0.00
C 4.65 -0.54 1.93 0.00
C 3.65 0.01 1.18 0.01
C 2.32 0.05 1.65 -0.01
O 1.43 0.62 0.90 0.03
C 2.06 -0.47 2.94 0.00
C 0.78 -0.35 3.56 0.00
N -0.32 0.01 2.97 0.00
C -1.49 0.22 3.74 -0.01
C -1.73 -0.22 5.01 0.00
C -2.93 0.09 5.67 0.00
C -3.91 0.82 5.05 0.00
C -3.71 1.26 3.72 0.00
C -4.68 1.98 2.98 0.00
C -4.43 2.33 1.69 0.00
C -3.20 1.96 1.11 0.00
N -2.28 1.31 1.78 -0.01
C -2.50 0.95 3.07 0.03
C 3.11 -1.01 3.71 0.00
H 5.67 -0.58 1.56 0.00
H 3.84 0.40 0.19 0.00
H 0.77 -0.51 4.63 0.00
H -0.99 -0.81 5.54 0.00
H -3.09 -0.26 6.68 0.00
H -4.83 1.06 5.55 0.00
H -5.62 2.23 3.46 0.00
H -5.15 2.86 1.09 0.00
H -2.97 2.20 0.08 0.00
H 2.90 -1.40 4.70 0.00
C -1.38 -0.37 -3.46 0.00
C -1.39 -0.52 -1.96 0.03
N -0.86 0.40 -1.22 -0.04
N -0.36 1.49 -1.92 0.00
C -0.03 2.50 -1.20 0.00
S -0.20 2.64 0.51 -0.02
S 0.70 3.91 -1.94 0.00
C 0.66 3.47 -3.71 0.00
C 1.94 2.88 -4.24 0.00
C 2.52 3.42 -5.38 0.00
C 3.68 2.86 -5.92 0.00
C 4.26 1.76 -5.31 0.00
C 3.69 1.22 -4.17 0.00
C 2.53 1.77 -3.64 0.00
C -2.01 -1.71 -1.39 0.01
C -2.29 -2.81 -2.22 0.00
C -2.90 -3.94 -1.75 0.01
C -3.27 -4.01 -0.41 0.00
C -3.01 -2.96 0.44 0.00
C -2.37 -1.81 -0.03 0.01
O -2.19 -0.82 0.83 0.07
H -1.31 0.67 -3.75 0.00
H -2.27 -0.83 -3.89 0.00
H -0.50 -0.89 -3.85 0.00
H 0.41 4.39 -4.24 0.00
H -0.17 2.77 -3.83 0.00
H 2.07 4.28 -5.86 0.00
H 4.12 3.30 -6.80 0.00
H 5.16 1.33 -5.73 0.00
H 4.14 0.36 -3.69 0.00
H 2.09 1.34 -2.75 0.00
H -1.97 -2.78 -3.25 0.00
H -3.07 -4.78 -2.41 0.00
H -3.76 -4.90 -0.02 0.00
H -3.28 -2.99 1.48 0.00
C 2.30 -3.23 0.83 0.00
S 1.20 -2.37 -0.27 0.00
O 1.98 -1.44 -1.05 0.00
O 0.49 -3.40 -0.98 0.00
O 0.28 -1.64 0.69 0.00
H 2.90 -3.90 0.22 0.00
H 1.70 -3.80 1.54 0.00
H 2.94 -2.52 1.35 0.00

=====

No. 2
70
Properties=species:S:1:pos:R:3:mulliken_spin:R:1 method="wB97M-V/def2-TZVPD" charge=-2 homo_lumo_gap_ev="5.192 / 5.349" s2=3.84 homo_ha="-0.04448 / -0.05024" multiplicity=4 de_lowest_kcal_mol=0.87
Cr 0.07 -0.69 0.21 3.26
Se -0.69 -3.09 -0.55 0.00
C -2.31 -4.03 -0.22 0.01
C -2.27 -5.41 -0.02 0.00
C -3.46 -6.11 0.13 0.00
N -4.68 -5.55 0.11 0.00
C -4.70 -4.22 -0.06 0.00
C -3.57 -3.43 -0.23 0.01
H -1.32 -5.92 0.02 0.00
H -3.44 -7.18 0.29 0.00
H -5.69 -3.76 -0.06 0.00
H -3.66 -2.36 -0.35 0.00
Te -0.27 -1.94 2.60 0.00
C -0.10 -0.98 4.50 0.01
C -0.84 0.15 4.86 0.01
C -0.77 0.70 6.14 0.00
C 0.05 0.13 7.10 0.00
C 0.80 -1.00 6.77 0.00
C 0.72 -1.54 5.49 0.00
H -1.51 0.61 4.13 0.00
H -1.37 1.57 6.39 0.00
H 0.12 0.55 8.10 0.00
H 1.45 -1.46 7.50 0.00
H 1.30 -2.43 5.24 0.00
C 0.23 -0.77 -3.10 -0.05
C 0.61 -0.78 -1.65 -0.12
O 1.64 -1.34 -1.27 0.03
H 1.01 -1.21 -3.73 0.00
H 0.00 0.25 -3.43 0.00
H -0.68 -1.36 -3.17 0.00
O 1.32 0.63 0.86 -0.01
C 2.14 1.72 0.80 -0.04
C 1.77 2.77 -0.26 0.02
C 1.52 4.10 -0.10 0.00
C 1.25 4.78 -1.32 0.00
C 1.31 3.96 -2.40 0.00
S 1.68 2.35 -1.92 0.00
C 3.60 1.28 0.55 0.00
C 4.69 1.99 0.15 0.00
C 5.87 1.19 0.10 0.00
C 5.63 -0.10 0.46 0.00
S 3.98 -0.36 0.85 0.00
C 2.08 2.45 2.16 0.00
C 1.01 2.45 3.00 -0.01
C 1.22 3.21 4.19 0.00
C 2.46 3.76 4.24 0.00
S 3.39 3.33 2.86 0.00
H 1.54 4.58 0.88 0.00
H 1.02 5.84 -1.39 0.00
H 1.14 4.19 -3.44 0.00
H 4.66 3.05 -0.11 0.00
H 6.85 1.57 -0.20 0.00
H 6.33 -0.92 0.50 0.00
H 0.11 1.90 2.76 0.02
H 0.48 3.32 4.97 0.00
H 2.90 4.37 5.02 0.00
F -6.91 -0.49 1.08 0.00
C -5.60 -0.21 0.83 -0.02
C -4.76 0.13 1.87 0.01
C -3.44 0.44 1.61 -0.01
C -2.91 0.42 0.31 -0.01
C -1.51 0.79 0.02 -0.08
C -3.80 0.04 -0.71 -0.03
C -5.13 -0.26 -0.46 0.01
H -5.15 0.14 2.89 0.00
H -2.78 0.70 2.43 0.00
H -1.15 1.56 0.71 -0.02
H -1.42 1.17 -1.00 0.01
H -3.42 0.00 -1.73 0.00
H -5.81 -0.54 -1.27 0.00

=====

No. 3
68
Properties=species:S:1:pos:R:3:nbo_charge:R:1 method="wB97M-V/def2-TZVPD" charge=-2 homo_lumo_gap_ev=5.253 homo_ha=-0.02184 multiplicity=1
Cu 0.13 -0.19 -0.49 0.95
O 2.11 -0.26 -0.25 -0.97
C 2.45 0.04 1.04 0.22
C 2.19 1.53 1.39 -0.45
C 0.83 2.16 1.13 0.26
C 0.71 3.53 1.37 -0.28
C -0.46 4.19 1.05 -0.19
C -1.48 3.46 0.48 -0.27
C -1.32 2.09 0.28 0.27
C -2.37 1.30 -0.44 -0.50
C -1.98 1.02 -1.95 0.23
O -0.99 0.09 -2.07 -0.95
C -1.57 2.39 -2.55 -0.02
C -2.49 3.38 -2.88 -0.18
C -2.06 4.62 -3.34 -0.25
C -0.70 4.89 -3.48 -0.25
C 0.22 3.90 -3.15 -0.22
C -0.21 2.66 -2.70 -0.21
C -3.23 0.49 -2.70 -0.01
C -4.37 0.02 -2.07 -0.15
C -5.42 -0.53 -2.81 -0.24
C -5.34 -0.60 -4.19 -0.25
C -4.19 -0.14 -4.83 -0.24
C -3.15 0.39 -4.09 -0.19
N -0.19 1.45 0.64 -0.53
C 4.00 -0.10 1.23 0.00
C 4.81 0.02 0.10 -0.21
C 6.19 -0.05 0.20 -0.23
C 6.80 -0.25 1.44 -0.25
C 6.01 -0.38 2.57 -0.25
C 4.62 -0.30 2.46 -0.17
C 1.78 -0.90 2.06 -0.04
C 1.12 -0.47 3.21 -0.23
C 0.54 -1.38 4.09 -0.21
C 0.62 -2.74 3.83 -0.21
C 1.27 -3.18 2.68 -0.22
C 1.84 -2.27 1.81 -0.13
H 2.47 1.73 2.43 0.20
H 2.89 2.09 0.77 0.22
H 1.56 4.07 1.79 0.20
H -0.57 5.25 1.23 0.19
H -2.40 3.94 0.16 0.21
H -2.52 0.32 0.01 0.28
H -3.31 1.87 -0.41 0.19
H -3.55 3.18 -2.78 0.20
H -2.79 5.38 -3.61 0.19
H -0.37 5.86 -3.84 0.19
H 1.28 4.10 -3.25 0.20
H 0.49 1.86 -2.44 0.26
H -4.44 0.02 -0.99 0.23
H -6.29 -0.91 -2.30 0.19
H -6.15 -1.04 -4.77 0.19
H -4.11 -0.20 -5.91 0.19
H -2.24 0.74 -4.58 0.22
H 4.30 0.14 -0.85 0.25
H 6.80 0.04 -0.69 0.19
H 7.88 -0.32 1.51 0.19
H 6.47 -0.55 3.53 0.19
H 4.00 -0.42 3.35 0.21
H 1.02 0.59 3.42 0.20
H -0.01 -1.03 4.95 0.19
H 0.12 -3.45 4.49 0.20
H 1.31 -4.24 2.45 0.19
H 2.31 -2.59 0.89 0.22
O -3.32 -1.90 0.54 -0.56
N -2.38 -1.98 1.39 0.71
O -2.59 -2.53 2.51 -0.56
O -1.21 -1.64 1.07 -0.55

=====

No. 4
82
Properties=species:S:1:pos:R:3:lowdin_charge:R:1 method="wB97M-V/def2-TZVPD" charge=+3 homo_lumo_gap_ev=6.502 homo_ha=-0.61925 multiplicity=1 de_lowest_kcal_mol=8.21
Ta -0.99 0.50 -0.03 1.68
C 2.24 3.47 1.46 0.01
C 1.95 2.35 2.41 -0.23
N 2.70 2.24 3.50 0.18
C 2.48 1.27 4.39 -0.02
C 1.43 0.37 4.30 -0.10
C 1.21 -0.67 5.37 -0.17
O 0.98 -1.92 4.73 -0.06
C 0.62 0.46 3.16 -0.06
C -0.57 -0.32 3.03 0.03
N -1.34 -0.38 1.98 -0.09
C -2.56 -1.13 2.12 -0.36
C -2.61 -2.41 2.66 -0.01
C -3.83 -3.05 2.76 -0.01
C -5.00 -2.44 2.32 -0.01
C -4.97 -1.16 1.78 -0.10
C -3.74 -0.53 1.69 -0.56
I -3.58 1.46 1.04 1.34
C 0.92 1.43 2.21 -0.19
O 0.18 1.44 1.07 -0.28
H 2.70 4.29 2.01 0.10
H 1.34 3.82 0.96 0.08
H 2.96 3.14 0.70 0.07
H 3.17 1.23 5.22 0.14
H 0.36 -0.39 6.00 0.14
H 2.09 -0.71 6.01 0.14
H 1.04 -2.63 5.38 0.12
H -0.90 -0.89 3.90 0.15
H -1.69 -2.90 2.96 0.14
H -3.87 -4.05 3.18 0.14
H -5.95 -2.95 2.41 0.13
H -5.88 -0.67 1.46 0.12
N 1.43 2.08 -1.53 -0.06
P 1.27 0.41 -1.36 1.02
C 2.48 -0.15 -0.17 -0.37
C 2.19 -1.24 0.65 -0.10
C 3.11 -1.65 1.60 -0.04
C 4.32 -0.98 1.73 -0.02
C 4.61 0.11 0.92 -0.03
C 3.69 0.53 -0.03 -0.08
C 1.56 -0.34 -2.94 -0.35
C 2.55 -1.32 -3.08 -0.07
C 2.77 -1.89 -4.32 -0.03
C 2.00 -1.49 -5.41 -0.02
C 1.01 -0.52 -5.27 -0.04
C 0.79 0.06 -4.03 -0.10
C 0.35 2.94 -1.55 -0.36
C 0.51 4.24 -2.03 0.03
C -0.59 5.05 -2.17 0.02
C -1.85 4.53 -1.87 -0.01
C -1.94 3.26 -1.38 -0.16
N -0.85 2.46 -1.15 -0.06
H 2.27 2.45 -1.97 0.14
H 1.27 -1.80 0.53 0.09
H 2.89 -2.50 2.23 0.12
H 5.04 -1.30 2.47 0.13
H 5.55 0.63 1.02 0.13
H 3.94 1.38 -0.66 0.11
H 3.16 -1.62 -2.23 0.11
H 3.54 -2.63 -4.44 0.13
H 2.18 -1.94 -6.38 0.13
H 0.43 -0.22 -6.12 0.13
H 0.03 0.82 -3.93 0.11
H 1.50 4.58 -2.30 0.14
H -0.48 6.06 -2.54 0.14
H -2.75 5.11 -2.01 0.13
H -2.91 2.83 -1.19 0.03
F -0.31 -2.77 -3.17 0.18
C -0.46 -3.49 -2.08 -0.67
F -0.89 -4.69 -2.36 0.23
F 0.68 -3.53 -1.40 0.18
S -1.76 -2.67 -1.01 0.74
O -0.98 -1.50 -0.37 -0.50
O -2.23 -3.61 -0.07 -0.17
N -2.83 -2.12 -1.97 -0.24
S -2.84 -0.71 -2.67 0.72
O -2.21 0.31 -1.76 -0.52
O -2.39 -0.64 -4.01 -0.18
C -4.65 -0.28 -2.61 -0.69
F -5.28 -1.02 -3.48 0.23
F -4.76 1.00 -2.89 0.18
F -5.10 -0.51 -1.38 0.14

=====

No. 5
75
Properties=species:S:1:pos:R:3:mulliken_spin:R:1 method="wB97M-V/def2-TZVPD" charge=-1 homo_lumo_gap_ev="4.467 / 5.110" s2=3.81 homo_ha="-0.11222 / -0.13374" multiplicity=4 de_lowest_kcal_mol=1.19
Tc 0.54 -0.06 0.28 2.71
S -4.16 -3.20 5.32 0.01
N -2.84 -2.27 5.54 0.01
C -2.38 -1.96 4.35 0.01
C -1.21 -1.15 4.08 0.03
C -0.44 -0.54 5.05 -0.05
C 0.65 0.24 4.68 0.06
C 0.95 0.37 3.34 -0.10
N 0.23 -0.20 2.37 0.03
C -0.87 -0.96 2.72 -0.01
C -1.63 -1.49 1.67 0.06
N -1.24 -1.18 0.38 0.07
C -1.93 -1.69 -0.64 0.04
C -3.05 -2.48 -0.49 0.00
C -3.49 -2.77 0.81 0.07
C -2.79 -2.28 1.89 -0.02
C -3.15 -2.52 3.28 -0.01
N -4.18 -3.24 3.69 -0.01
H -0.71 -0.68 6.10 0.00
H 1.28 0.73 5.41 0.01
H 1.80 0.95 3.00 0.02
H -1.55 -1.45 -1.63 0.02
H -3.56 -2.86 -1.36 0.00
H -4.37 -3.37 0.98 0.00
O 4.32 -0.75 0.76 0.02
S 3.37 -1.86 0.61 0.00
N 1.93 -1.56 0.43 0.05
C -2.83 4.06 2.70 -0.01
C -2.99 2.70 2.39 0.02
C -2.04 2.04 1.66 -0.03
C -0.86 2.70 1.21 -0.09
C 0.13 2.00 0.45 0.07
C 1.19 2.75 -0.03 -0.06
C 1.34 4.13 0.26 0.00
C 0.41 4.78 1.02 0.06
C -0.72 4.08 1.51 -0.01
C -1.72 4.73 2.27 0.01
H -3.59 4.58 3.28 0.00
H -3.88 2.17 2.72 0.00
H -2.17 1.00 1.41 0.00
H 1.94 2.28 -0.65 -0.06
H 2.19 4.67 -0.14 0.00
H 0.52 5.83 1.25 0.00
H -1.59 5.78 2.50 0.00
C 6.10 4.10 -2.51 0.00
C 5.64 2.71 -2.88 0.00
C 5.51 2.33 -4.21 0.00
C 5.07 1.05 -4.54 0.00
C 4.75 0.16 -3.53 0.00
C 4.87 0.52 -2.20 0.01
C 5.32 1.79 -1.88 0.00
S 4.10 -1.45 -3.94 0.00
O 4.64 -2.39 -3.00 0.00
O 4.29 -1.62 -5.35 0.00
N 2.50 -1.38 -3.67 0.00
C 1.69 -0.48 -4.50 0.00
C 0.24 -0.44 -4.01 0.00
C 0.05 0.38 -2.74 0.01
O -0.04 1.79 -3.02 0.01
O 0.85 -0.01 -1.73 0.05
H 6.34 4.68 -3.40 0.00
H 6.99 4.06 -1.88 0.00
H 5.32 4.63 -1.95 0.00
H 5.76 3.03 -4.99 0.00
H 4.97 0.75 -5.57 0.00
H 4.65 -0.18 -1.41 -0.01
H 5.42 2.07 -0.84 0.00
H 2.27 -1.25 -2.67 0.00
H 1.74 -0.87 -5.52 0.00
H 2.10 0.54 -4.51 0.00
H -0.12 -1.46 -3.85 0.00
H -0.37 0.01 -4.80 0.00
C -1.21 1.11 -2.54 0.02
H -1.50 1.38 -1.53 -0.01
H -2.02 1.03 -3.27 0.00

=====

No. 6
72
Properties=species:S:1:pos:R:3:lowdin_charge:R:1 method="wB97M-V/def2-TZVPD" charge=+1 homo_lumo_gap_ev=7.989 homo_ha=-0.40696 multiplicity=1 de_lowest_kcal_mol=17.91
Sc 1.02 -1.81 0.43 0.64
O -0.34 -3.87 -2.80 0.14
C -0.13 -3.47 -1.69 -0.53
O 0.96 -2.83 -1.27 -0.20
C -1.13 -3.63 -0.56 -0.16
C -2.40 -4.19 -0.61 0.05
C -3.16 -4.15 0.56 0.00
C -2.67 -3.57 1.73 0.04
C -1.39 -3.03 1.68 -0.19
N -0.69 -3.09 0.56 0.02
C -0.67 -2.27 2.77 -0.55
O -1.12 -2.12 3.87 0.13
O 0.49 -1.79 2.33 -0.20
H -2.77 -4.62 -1.53 0.13
H -4.16 -4.57 0.55 0.12
H -3.24 -3.53 2.64 0.13
Br 3.95 -2.22 0.25 0.73
C 3.90 -4.11 0.71 -0.94
Br 2.18 -4.64 1.36 0.77
H 4.63 -4.26 1.50 0.02
H 4.12 -4.66 -0.19 0.02
C -0.30 1.99 1.83 -0.13
N -0.04 1.48 0.45 -0.46
P 1.58 0.93 0.19 0.96
C 2.11 1.84 -1.28 -0.40
C 3.29 1.45 -1.91 -0.09
C 3.74 2.13 -3.03 -0.06
C 3.01 3.21 -3.53 -0.06
C 1.84 3.60 -2.90 -0.06
C 1.38 2.92 -1.78 -0.10
C 2.61 1.61 1.50 -0.37
C 3.09 0.76 2.49 -0.10
C 3.91 1.25 3.50 -0.06
C 4.24 2.60 3.53 -0.06
C 3.76 3.45 2.54 -0.06
C 2.96 2.96 1.53 -0.08
P -1.13 0.14 0.10 1.03
C -2.73 0.74 0.67 -0.40
C -3.35 0.13 1.76 -0.07
C -4.58 0.61 2.21 -0.06
C -5.17 1.69 1.57 -0.06
C -4.54 2.30 0.49 -0.06
C -3.32 1.83 0.04 -0.08
C -1.40 -0.05 -1.70 -0.35
C -2.65 -0.60 -2.04 -0.10
C -2.92 -0.98 -3.34 -0.06
C -1.95 -0.84 -4.33 -0.06
C -0.72 -0.31 -4.00 -0.05
C -0.44 0.07 -2.69 -0.08
H 0.35 2.84 2.03 0.08
H -0.12 1.22 2.59 0.09
H -1.33 2.33 1.89 0.07
H 3.87 0.61 -1.54 0.09
H 4.66 1.83 -3.52 0.11
H 3.36 3.74 -4.40 0.11
H 1.27 4.43 -3.28 0.11
H 0.46 3.20 -1.30 0.10
H 2.82 -0.29 2.51 0.07
H 4.28 0.59 4.27 0.11
H 4.87 2.98 4.31 0.11
H 4.02 4.50 2.56 0.11
H 2.60 3.63 0.75 0.11
H -2.87 -0.70 2.27 0.09
H -5.06 0.14 3.05 0.11
H -6.12 2.06 1.92 0.11
H -5.01 3.15 0.00 0.11
H -2.84 2.29 -0.81 0.12
H -3.42 -0.72 -1.29 0.11
H -3.89 -1.40 -3.58 0.11
H -2.16 -1.14 -5.35 0.11
H 0.05 -0.20 -4.75 0.11
H 0.55 0.45 -2.48 0.07

=====

no.,E_tot (eV)
1,-98085.9368
2,-176528.8249
3,-92514.8475
4,-111288.2500
5,-88542.5553
6,-225208.5704